[1]
CF3MgNO4S3Sr as an isolated structure. Source: OMol25; level of theory: ωB97M-V with the def2-TZVPD basis set.

Structure (XYZ):
```
14
Properties=species:S:1:pos:R:3:mulliken_charge:R:1
Sr 2.34 -1.32 1.14 1.8695
N 0.28 -1.17 1.80 -1.1269
S -0.81 -0.17 1.58 1.0748
O -0.49 1.15 0.86 -0.5261
C -1.98 -0.85 0.28 0.6417
F -3.10 -1.26 0.84 -0.2120
F -1.39 -1.89 -0.33 -0.2497
F -2.26 0.06 -0.64 -0.2366
Mg 0.69 1.44 -0.63 0.9486
S 2.33 1.76 -2.84 0.0516
O 0.71 1.72 -2.59 -0.6845
S 3.09 0.09 -1.83 -0.0108
O 2.29 0.26 -0.37 -0.9029
O -1.69 0.18 2.72 -0.6366
```

For the orbital gap, the calculation gives 6.483 eV. The total energy is -2118.86799 hartree. The energy relative to the best compared isomer or geometry (same formula, charge and spin) is 0.0 kcal per mole. For the HOMO energy, the calculation gives -8.09 eV.

---

[2]
An isolated ion of composition CF3N2O2S and charge +1. Source: OMol25; level of theory: ωB97M-V with the def2-TZVPD basis set.

Structure (XYZ):
```
9
Properties=species:S:1:pos:R:3:nbo_charge:R:1
C 1.21 -0.34 0.09 0.9927
N -2.06 -1.28 -1.09 0.3138
N -1.35 -0.64 -0.55 -0.1546
O -0.58 1.91 -0.55 -0.7372
O -1.13 1.01 1.62 -0.7159
F 0.90 -1.48 0.61 -0.2346
F 1.27 -0.43 -1.20 -0.2328
F 2.15 0.34 0.66 -0.2251
S -0.41 0.90 0.41 1.9939
```

For the orbital gap, the calculation gives 11.813 eV. As for the total charge: +1. The total energy is -995.49436 hartree. The SMILES is N#[N+]S(=O)(=O)C(F)(F)F. The energy relative to the best compared isomer or geometry (same formula, charge and spin) is 2.9 kcal per mole. For the HOMO energy, the calculation gives -18.44 eV.

---

Which value of energy relative to the best compared isomer or geometry (same formula, charge and spin) does entry 2 give?
2.9 kcal per mole